Entry 1:
# C3H4O2

C3H4O2 in the gas phase at a distorted geometry (wB97M-V/def2-TZVPD, the OMol25 dataset).

**LUMO (spin up / spin down)**: 0.8 / 0.4 eV
**Calculated total energy**: -7266.2821 eV
**Kohn-Sham gap (spin up / spin down)**: 8.19 / 7.00 eV
**ΔE to the lowest compared entry with this formula, charge and spin**: 4.404 eV
**Multiplicity**: 1

```
9
Properties=species:S:1:pos:R:3:nbo_charge:R:1
C -0.572 -0.773 0.044 -0.137
C 0.479 -0.219 1.052 -0.183
C 0.151 1.169 -0.674 0.449
O -0.785 0.245 -0.913 -0.459
O 0.763 0.974 0.421 -0.367
H -0.192 -1.560 -0.487 0.153
H -1.420 -1.176 0.525 0.183
H 1.354 -0.833 1.204 0.168
H 0.222 2.173 -1.173 0.193
```

Entry 2:
# C3H4O2

2 unconnected molecules or ions with the total composition C3H4O2 at a distorted geometry (wB97M-V/def2-TZVPD, the OMol25 dataset).

**LUMO**: -0.4 eV
**Calculated total energy**: -7266.1619 eV
**Kohn-Sham gap**: 9.58 eV
**ΔE to the lowest compared entry with this formula, charge and spin**: 4.524 eV
**Multiplicity**: 1

```
9
Properties=species:S:1:pos:R:3:nbo_charge:R:1
C 0.347 -0.631 0.098 -0.516
C -0.884 -0.190 0.044 0.413
C 1.510 0.322 -0.044 0.437
O 2.687 0.016 -0.004 -0.516
O -2.062 -0.743 0.101 -0.657
H 0.572 -1.650 0.226 0.246
H -0.575 1.711 -0.017 -0.030
H 1.109 1.343 -0.151 0.117
H -2.705 -0.178 -0.253 0.505
```

Entry 3:
# C3H4O2

C3H4O2 in the gas phase at a distorted geometry (wB97M-V/def2-TZVPD, the OMol25 dataset).

**LUMO**: 0.7 eV
**SMILES string**: C#CC(O)O
**Calculated total energy**: -7267.9703 eV
**Kohn-Sham gap**: 11.19 eV
**ΔE to the lowest compared entry with this formula, charge and spin**: 2.716 eV
**Multiplicity**: 1

```
9
Properties=species:S:1:pos:R:3:nbo_charge:R:1
C 2.100 -0.106 -0.239 -0.223
C 1.039 0.101 0.244 -0.064
C -0.498 0.040 0.445 0.338
O -1.026 -1.098 -0.180 -0.699
O -1.015 1.158 -0.148 -0.725
H 3.133 -0.372 -0.429 0.240
H -0.843 -0.114 1.407 0.170
H -0.908 -0.979 -1.101 0.470
H -1.982 1.371 0.001 0.494
```

Entry 4:
# C3H4O2

A molecular structure, C3H4O2 at a distorted geometry (wB97M-V/def2-TZVPD, the OMol25 dataset).

**LUMO (spin up / spin down)**: 0.6 / 0.6 eV
**Calculated total energy**: -7266.7323 eV
**Kohn-Sham gap (spin up / spin down)**: 8.70 / 8.70 eV
**ΔE to the lowest compared entry with this formula, charge and spin**: 3.954 eV
**Multiplicity**: 1

```
9
Properties=species:S:1:pos:R:3:nbo_charge:R:1
C 2.011 0.077 0.146 0.572
C 0.336 1.107 -0.364 -0.029
C -1.194 -0.594 0.039 -0.257
O 2.905 -0.647 -0.048 -0.498
O -0.675 0.693 0.354 -0.505
H 0.620 2.112 -0.028 0.134
H -0.500 -1.147 -0.597 0.196
H -2.149 -0.474 -0.476 0.195
H -1.354 -1.127 0.975 0.192
```

Entry 5:
# C3H4O2

C3H4O2 in the gas phase at a distorted geometry (wB97M-V/def2-TZVPD, the OMol25 dataset).

**LUMO**: 0.6 eV
**SMILES string**: O=C/C=C/O
**Calculated total energy**: -7268.8479 eV
**Kohn-Sham gap**: 10.03 eV
**ΔE to the lowest compared entry with this formula, charge and spin**: 1.838 eV
**Multiplicity**: 1

```
9
Properties=species:S:1:pos:R:3:nbo_charge:R:1
C -0.075 -0.671 -0.129 -0.502
C -1.484 -0.216 0.058 0.405
C 0.637 0.486 -0.027 0.258
O -1.660 0.955 0.234 -0.572
O 1.975 0.677 -0.109 -0.683
H 0.293 -1.691 -0.358 0.229
H -2.377 -0.928 0.098 0.130
H 0.074 1.411 0.250 0.240
H 2.618 -0.022 -0.016 0.495
```

Entry 6:
# C3H4O2

C3H4O2 in the gas phase at a distorted geometry (wB97M-V/def2-TZVPD, the OMol25 dataset).

**LUMO**: 0.5 eV
**SMILES string**: C=C(O)C=O
**Calculated total energy**: -7268.7994 eV
**Kohn-Sham gap**: 10.07 eV
**ΔE to the lowest compared entry with this formula, charge and spin**: 1.887 eV
**Multiplicity**: 1

```
9
Properties=species:S:1:pos:R:3:nbo_charge:R:1
C 1.153 0.378 0.145 -0.523
C -1.302 0.517 -0.237 0.397
C 0.044 -0.305 -0.092 0.239
O -2.365 0.497 0.379 -0.486
O -0.097 -1.617 -0.063 -0.667
H 1.065 1.517 0.395 0.221
H 2.018 -0.088 0.541 0.207
H -1.222 1.276 -1.029 0.117
H 0.706 -2.174 -0.038 0.497
```

Entry 7:
# C3H4O2

2 unconnected molecules or ions with the total composition C3H4O2 at a distorted geometry (wB97M-V/def2-TZVPD, the OMol25 dataset).

**LUMO**: 1.0 eV
**SMILES string**: O=CO.C#C
**Calculated total energy**: -7267.7911 eV
**Kohn-Sham gap**: 11.28 eV
**ΔE to the lowest compared entry with this formula, charge and spin**: 2.895 eV
**Multiplicity**: 1

```
9
Properties=species:S:1:pos:R:3:nbo_charge:R:1
C -1.527 -0.220 -0.471 -0.322
C -1.562 -0.669 0.642 -0.154
C 2.013 0.045 -0.015 0.656
O 1.876 -1.050 -0.443 -0.595
O 1.055 0.794 0.375 -0.697
H -1.913 0.347 -1.225 0.237
H 3.101 0.490 0.147 0.095
H -1.371 -1.314 1.572 0.267
H 0.223 0.585 -0.155 0.513
```

Entry 8:
# C3H4O2S

A gas-phase ion, C3H4O2S (charge -2) at a distorted geometry (wB97M-V/def2-TZVPD, the OMol25 dataset).

**LUMO**: 6.3 eV
**Charge**: -2
**SMILES string**: O=C([O-])CC[S-]
**Calculated total energy**: -18105.3284 eV
**Kohn-Sham gap**: 5.56 eV
**ΔE to the lowest compared entry with this formula, charge and spin**: 0.197 eV
**Multiplicity**: 1

```
10
Properties=species:S:1:pos:R:3:nbo_charge:R:1
O -0.212 -2.691 0.043 -0.825
C 0.242 -1.618 0.507 0.766
O 0.824 -1.489 1.629 -0.830
C -0.008 -0.301 -0.299 -0.541
C 0.265 1.052 0.272 -0.463
S -0.389 2.403 -0.916 -0.851
H 0.454 -0.354 -1.292 0.194
H -1.094 -0.384 -0.414 0.201
H 1.314 1.292 0.478 0.171
H -0.215 1.203 1.243 0.176
```

Entry 9:
# C3H4O2S

C3H4O2S in the gas phase at a distorted geometry (wB97M-V/def2-TZVPD, the OMol25 dataset).

**LUMO**: 0.3 eV
**Calculated total energy**: -18103.0158 eV
**Kohn-Sham gap**: 9.74 eV
**ΔE to the lowest compared entry with this formula, charge and spin**: 3.049 eV
**Multiplicity**: 1

```
10
Properties=species:S:1:pos:R:3:nbo_charge:R:1
C -0.425 -0.642 0.347 -0.274
C 0.842 -0.238 0.324 0.055
C -1.497 0.316 -0.115 -0.632
O 1.312 1.001 -0.069 -0.641
O 3.321 -0.521 -0.796 -0.869
S 2.661 0.052 0.343 1.468
H -2.198 0.496 0.699 0.217
H -1.069 1.260 -0.436 0.223
H -2.047 -0.125 -0.945 0.219
H -0.901 -1.599 0.648 0.233
```

Entry 10:
# C3H4O2S

A molecular structure, C3H4O2S at a distorted geometry (wB97M-V/def2-TZVPD, the OMol25 dataset).

**LUMO**: -0.6 eV
**Calculated total energy**: -18101.9830 eV
**Kohn-Sham gap**: 7.73 eV
**ΔE to the lowest compared entry with this formula, charge and spin**: 4.082 eV
**Multiplicity**: 1

```
10
Properties=species:S:1:pos:R:3:nbo_charge:R:1
C 1.186 -0.312 -0.999 -0.321
C 0.825 0.109 0.218 -0.248
C -0.568 0.276 0.760 0.347
O -1.359 -0.913 0.925 -0.648
O -1.369 0.929 -0.225 -0.660
S -2.444 -0.390 -0.319 0.759
H 2.274 -0.287 -1.312 0.206
H 0.591 -0.961 -1.621 0.208
H 1.397 0.524 0.948 0.195
H -0.532 1.025 1.627 0.163
```

Entry 11:
# C3H4O2S

2 unconnected molecules or ions with the total composition C3H4O2S at a distorted geometry (wB97M-V/def2-TZVPD, the OMol25 dataset).

**LUMO (spin up / spin down)**: 0.4 / -1.2 eV
**Calculated total energy**: -18097.6997 eV
**Kohn-Sham gap (spin up / spin down)**: 9.44 / 8.33 eV
**ΔE to the lowest compared entry with this formula, charge and spin**: 4.688 eV
**Multiplicity**: 3

```
10
Properties=species:S:1:pos:R:3:lowdin_spin:R:1
C -1.953 0.925 -1.071 0.035
C -0.958 0.595 -0.426 0.019
C 0.699 -1.135 0.502 0.009
O 0.213 1.102 1.897 0.068
O 2.269 1.268 -0.879 1.748
S 0.418 0.575 0.553 0.116
H -2.843 1.110 -1.595 0.003
H -0.254 -1.495 0.111 0.004
H 1.366 -1.187 -0.371 -0.001
H 1.043 -1.758 1.279 0.000
```

Entry 12:
# C3H4O2S2

2 unconnected molecules or ions with the total composition C3H4O2S2 at a distorted geometry (wB97M-V/def2-TZVPD, the OMol25 dataset).

**LUMO**: 0.3 eV
**SMILES string**: O=C(S)S.C=C=O
**Calculated total energy**: -28939.1112 eV
**Kohn-Sham gap**: 9.48 eV
**ΔE to the lowest compared entry with this formula, charge and spin**: 1.942 eV
**Multiplicity**: 1

```
11
Properties=species:S:1:pos:R:3:nbo_charge:R:1
C 0.845 1.701 -1.258 0.725
C -0.191 1.073 -0.820 -0.822
C 0.347 -0.780 0.976 0.295
O 1.829 2.145 -1.684 -0.450
O 1.158 -0.200 1.618 -0.537
S 0.726 -1.811 -0.431 0.047
S -1.394 -1.046 1.430 -0.053
H -0.854 1.314 -0.007 0.281
H -0.652 0.476 -1.734 0.276
H -0.415 -2.148 -0.752 0.103
H -1.399 -0.724 2.662 0.136
```

Entry 13:
# C3H4O2S2

2 unconnected molecules or ions with the total composition C3H4O2S2 at a distorted geometry (wB97M-V/def2-TZVPD, the OMol25 dataset).

**LUMO**: -0.4 eV
**Calculated total energy**: -28936.2507 eV
**Kohn-Sham gap**: 8.63 eV
**ΔE to the lowest compared entry with this formula, charge and spin**: 4.803 eV
**Multiplicity**: 1

```
11
Properties=species:S:1:pos:R:3:nbo_charge:R:1
C 2.337 0.250 0.020 -0.080
C 0.009 -0.086 -0.114 -0.269
C -2.557 -0.265 -0.046 0.222
H 2.165 1.442 0.928 0.247
H -0.221 0.679 -0.817 0.229
H 0.214 0.468 1.043 0.199
H -3.580 -0.935 -0.139 0.179
O 1.348 -0.735 -0.411 -0.535
O -2.375 0.961 -0.299 -0.551
S 3.778 -0.398 -0.151 0.079
S -1.118 -1.380 -0.016 0.280
```

Entry 14:
# C3H4O2S3

A molecular structure, C3H4O2S3 at a distorted geometry (wB97M-V/def2-TZVPD, the OMol25 dataset).

**LUMO**: -1.0 eV
**Calculated total energy**: -39771.7944 eV
**Kohn-Sham gap**: 7.85 eV
**ΔE to the lowest compared entry with this formula, charge and spin**: 4.144 eV
**Multiplicity**: 1

```
12
Properties=species:S:1:pos:R:3:nbo_charge:R:1
C 0.281 -0.883 -0.420 -0.071
C 0.436 0.563 -1.087 0.330
C -0.380 -0.449 0.983 -0.205
H 1.521 -2.381 -1.083 0.480
H -0.414 -1.564 -0.872 0.212
H -0.974 -0.210 -3.127 0.174
H 1.850 0.791 1.570 0.162
O 1.455 -1.530 -0.146 -0.661
O 0.517 1.658 -0.327 -0.535
S 0.157 0.818 -2.807 0.031
S 0.663 0.479 2.217 0.097
S -2.056 -0.862 1.242 -0.014
```

Entry 15:
# C3H4O2Si

2 unconnected molecules or ions with the total composition C3H4O2Si at a distorted geometry (wB97M-V/def2-TZVPD, the OMol25 dataset).

**LUMO**: -0.5 eV
**SMILES string**: O=[SiH2].C=C=C=O
**Calculated total energy**: -15144.5530 eV
**Kohn-Sham gap**: 8.04 eV
**ΔE to the lowest compared entry with this formula, charge and spin**: 1.637 eV
**Multiplicity**: 1

```
10
Properties=species:S:1:pos:R:3:nbo_charge:R:1
C -0.030 0.792 2.334 -0.237
C 0.303 -0.260 1.659 -0.345
C 0.148 -1.010 0.645 0.673
O 0.194 -1.963 0.023 -0.479
O 0.286 0.822 -1.174 -1.167
Si -0.050 0.082 -2.420 1.653
H -0.860 1.431 2.165 0.193
H -1.275 -0.619 -2.933 -0.237
H 0.791 -0.202 -3.628 -0.246
H 0.494 0.926 3.331 0.192
```

Entry 16:
# C3H4O2Yb

A molecular structure, C3H4O2Yb at a distorted geometry (wB97M-V/def2-TZVPD, the OMol25 dataset).

**LUMO (spin up / spin down)**: -10.3 / -10.4 eV
**Charge**: +2
**Calculated total energy**: -38776.8847 eV
**Kohn-Sham gap (spin up / spin down)**: 3.83 / 7.09 eV
**Multiplicity**: 3

```
10
Properties=species:S:1:pos:R:3:lowdin_spin:R:1
C -0.599 -0.856 0.174 0.667
C 0.300 -0.936 -0.877 0.384
H -0.025 -0.834 -1.915 0.028
H 1.275 -1.370 -0.630 0.031
C 0.393 0.400 0.640 0.329
O 0.481 1.563 0.253 0.254
Yb 1.525 3.784 0.852 0.014
H 0.935 0.086 1.550 0.027
O -1.862 -0.526 -0.047 0.252
H -2.423 -1.313 0.000 0.013
```

Entry 17:
# C3H4O3

A molecular structure, C3H4O3 at a distorted geometry (wB97M-V/def2-TZVPD, the OMol25 dataset).

**LUMO**: 0.3 eV
**Calculated total energy**: -9314.9954 eV
**Kohn-Sham gap**: 9.56 eV
**ΔE to the lowest compared entry with this formula, charge and spin**: 3.705 eV
**Multiplicity**: 1

```
10
Properties=species:S:1:pos:R:3:nbo_charge:R:1
O -0.131 1.392 -1.288 -0.686
C 0.197 0.155 -0.699 -0.006
C -0.984 -0.420 0.009 0.371
O -1.282 -1.585 -0.006 -0.504
C 1.231 -0.265 0.877 0.373
O 0.681 0.081 1.880 -0.516
H -1.031 1.695 -1.056 0.482
H 0.673 -0.440 -1.469 0.194
H -1.489 0.328 0.671 0.125
H 2.136 -0.941 1.082 0.167
```

Entry 18:
# C3H4O3

C3H4O3 in the gas phase at a distorted geometry (wB97M-V/def2-TZVPD, the OMol25 dataset).

**LUMO**: -0.8 eV
**SMILES string**: CC(=O)C(=O)O
**Calculated total energy**: -9316.5079 eV
**Kohn-Sham gap**: 9.79 eV
**ΔE to the lowest compared entry with this formula, charge and spin**: 2.193 eV
**Multiplicity**: 1

```
10
Properties=species:S:1:pos:R:3:nbo_charge:R:1
C 1.115 0.370 0.149 -0.776
C 0.076 -0.812 -0.197 0.448
C -1.430 -0.503 -0.029 0.693
H 1.186 0.474 1.401 0.270
H 2.171 0.008 -0.312 0.267
H 1.003 1.530 -0.293 0.216
H -0.771 1.320 -0.398 0.494
O 0.553 -1.954 -0.232 -0.449
O -1.618 0.883 -0.250 -0.687
O -2.283 -1.316 0.162 -0.476
```

Entry 19:
# C3H4O3

C3H4O3 in the gas phase at a distorted geometry (wB97M-V/def2-TZVPD, the OMol25 dataset).

**LUMO**: 0.5 eV
**SMILES string**: C=C(O)C(=O)O
**Calculated total energy**: -9317.7035 eV
**Kohn-Sham gap**: 9.98 eV
**ΔE to the lowest compared entry with this formula, charge and spin**: 0.997 eV
**Multiplicity**: 1

```
10
Properties=species:S:1:pos:R:3:nbo_charge:R:1
C 0.417 -0.358 -0.080 0.183
C 1.475 0.464 -0.136 -0.419
C -1.002 0.062 -0.053 0.727
O 0.647 -1.708 0.037 -0.665
O -1.913 -0.721 -0.082 -0.603
O -1.212 1.347 0.041 -0.658
H 2.334 -0.006 0.246 0.206
H 1.579 1.545 -0.149 0.225
H -0.188 -2.160 -0.061 0.498
H -2.137 1.536 0.239 0.506
```

Entry 20:
# C3H4O3

C3H4O3 in the gas phase at a distorted geometry (wB97M-V/def2-TZVPD, the OMol25 dataset).

**LUMO**: 0.2 eV
**SMILES string**: O=CC(O)C=O
**Calculated total energy**: -9315.9620 eV
**Kohn-Sham gap**: 9.95 eV
**ΔE to the lowest compared entry with this formula, charge and spin**: 2.739 eV
**Multiplicity**: 1

```
10
Properties=species:S:1:pos:R:3:nbo_charge:R:1
O 0.033 -0.776 -1.625 -0.681
C 0.146 0.164 -0.577 -0.077
C 0.718 -0.548 0.638 0.417
O 1.839 -0.415 1.044 -0.504
C -0.993 0.988 0.250 0.381
O -0.718 0.972 1.431 -0.496
H -0.009 -1.681 -1.273 0.477
H 0.846 0.919 -0.953 0.212
H -0.014 -1.283 1.052 0.108
H -1.847 1.660 0.013 0.164
```